(1)
The following is a DFT calculation (ωB97M-V/def2-TZVPD) of an isolated molecule of C2H5NOS.

Geometry (Å):
S 0.316 -0.834 -0.203
O -1.210 1.278 0.507
N -2.182 -0.789 0.251
C 1.611 0.387 -0.207
C -1.103 0.111 0.244
H -3.125 -0.299 0.396
H -2.065 -1.600 -0.380
H 1.087 1.326 -0.398
H 2.314 0.186 -1.082
H 2.301 0.382 0.705

The largest force on an atom is 3.868 eV/A. The HOMO energy (spin up / spin down) comes out at -0.140 / -0.350 hartree. The expectation value of S² is 2.007. Its total energy is -16522.3929 eV. The calculation puts the LUMO energy (spin up / spin down) at 0.53 / -3.46 eV. As for the net charge: 0. The orbital gap (spin up / spin down) comes out at 4.33 / 6.06 eV. The energy above the lowest of the compared OMol25 structures with the same formula, charge and spin comes out at 1.7977 eV. The spin multiplicity is 3.

---

(2)
The following is a DFT calculation (ωB97M-V/def2-TZVPD) of a 2-piece molecular cluster, C5H11NO overall.

Geometry (Å):
O 1.935 2.487 0.656
N 1.110 -0.704 0.864
C 0.953 -0.426 -1.450
C -0.923 0.502 -0.033
C 0.333 -0.256 -0.294
C -2.155 -0.142 -0.723
C 0.542 -1.650 1.470
H -0.777 1.476 -0.500
H -0.531 -1.827 1.339
H 1.082 -2.293 2.168
H 2.272 1.582 0.694
H -2.688 -0.850 -0.077
H 2.258 2.904 1.482
H 1.863 -1.006 -1.505
H -1.807 -0.810 -1.523
H -2.851 0.574 -1.166
H -1.142 0.647 1.020
H 0.525 -0.208 -2.420

The largest force on an atom is 1.953 eV/A. The HOMO energy comes out at -0.334 hartree. Its total energy is -8899.2092 eV. The calculation puts the LUMO energy at 0.97 eV. As for the net charge: 0. As for the SMILES: C=NC(=C)CC.O. The orbital gap comes out at 10.06 eV. The energy above the lowest of the compared OMol25 structures with the same formula, charge and spin comes out at 2.4882 eV.

---

(3)
The following is a DFT calculation (ωB97M-V/def2-TZVPD) of an isolated molecule of C18H16N2O5S.

Geometry (Å):
S -2.529 1.057 -0.702
O -1.800 0.287 -1.661
O -1.687 1.088 0.705
O 6.620 1.436 0.165
O -0.477 -1.289 0.288
O -2.868 2.400 -1.054
N 4.280 -2.532 -0.286
N 7.058 -0.731 -0.263
C 3.893 0.963 0.269
C 4.765 -0.049 0.048
C -3.811 -1.067 0.409
C -3.970 0.200 -0.113
C 2.458 0.949 0.376
C -6.175 -1.135 0.820
C -4.928 -1.739 0.880
C -6.314 0.141 0.296
C -1.057 -3.456 -0.517
C -5.200 0.819 -0.175
C 6.228 0.303 -0.008
C -0.321 1.037 0.602
C 1.698 -0.221 0.257
C 4.444 -1.403 -0.132
C 1.800 2.162 0.608
C 0.424 2.200 0.709
C 0.316 -0.199 0.368
C 0.081 -2.489 -0.232
H -2.824 -1.494 0.445
H -7.043 -1.661 1.187
H -1.596 -3.689 0.398
H 0.779 -2.923 0.497
H -0.655 -4.375 -0.933
H -1.744 -3.011 -1.233
H 0.624 -2.270 -1.158
H 6.722 -1.668 -0.408
H 2.204 -1.153 0.079
H 4.364 1.934 0.382
H 8.046 -0.550 -0.314
H -4.827 -2.731 1.294
H -5.262 1.814 -0.585
H -0.100 3.129 0.867
H 2.371 3.073 0.695
H -7.287 0.607 0.256

The largest force on an atom is 1.431 eV/A. The HOMO energy comes out at -0.325 hartree. Its total energy is -42977.8403 eV. The calculation puts the LUMO energy at -0.81 eV. As for the net charge: 0. As for the SMILES: CCOc1cc(/C=C(\C#N)C(N)=O)ccc1OS(=O)(=O)c1ccccc1. The orbital gap comes out at 8.04 eV. The energy above the lowest of the compared OMol25 structures with the same formula, charge and spin comes out at 1.9547 eV.

---

(4)
The following is a DFT calculation (ωB97M-V/def2-TZVPD) of an isolated molecule of H3PS2.

Geometry (Å):
S -0.914 1.257 -0.129
S 2.492 0.516 0.087
P 0.746 -0.050 -0.258
H 0.489 -1.226 0.239
H 0.325 -0.286 -1.580
H -0.881 1.801 1.147

The largest force on an atom is 3.017 eV/A. The HOMO energy comes out at -0.344 hartree. Its total energy is -31007.6957 eV. The calculation puts the LUMO energy at 0.45 eV. As for the net charge: 0. As for the SMILES: S=[PH2]S. The orbital gap comes out at 9.81 eV. The energy above the lowest of the compared OMol25 structures with the same formula, charge and spin comes out at 0.3805 eV.

---

(5)
The following is a DFT calculation (ωB97M-V/def2-TZVPD) of an isolated molecule of C8H8N4.

Geometry (Å):
N -1.737 0.247 -1.381
N 1.336 2.116 -1.705
N -0.041 1.727 -1.710
N -2.502 -0.110 -0.298
C 0.179 -0.094 -0.081
C -0.611 -0.815 0.911
C 0.118 -1.356 1.959
C 2.247 -0.863 1.071
C 1.510 -1.632 1.898
C -0.389 0.762 -1.105
C 1.642 -0.122 0.074
C -2.107 -0.508 0.809
H 1.607 2.312 -0.714
H -2.398 0.639 -1.988
H -0.326 -1.946 2.849
H 1.244 3.060 -2.248
H -2.648 -0.878 1.621
H 2.020 -2.408 2.510
H 3.424 -0.929 1.277
H 2.142 0.061 -0.861

The largest force on an atom is 7.594 eV/A. The HOMO energy comes out at -0.305 hartree. Its total energy is -14382.0277 eV. The calculation puts the LUMO energy at 0.41 eV. As for the net charge: 0. As for the SMILES: N/N=c1/[nH]ncc2ccccc12. The orbital gap comes out at 8.70 eV. The energy above the lowest of the compared OMol25 structures with the same formula, charge and spin comes out at 4.4100 eV.

---

(6)
The following is a DFT calculation (ωB97M-V/def2-TZVPD) of C3H8S2Si as an isolated structure.

Geometry (Å):
S -3.625 -0.125 -1.127
S 3.745 0.433 0.106
Si -2.624 0.373 0.704
C 2.166 1.182 0.074
C 2.461 -0.907 -0.422
C 1.388 0.179 -0.299
H -3.495 -1.587 -1.219
H -3.744 0.718 1.676
H 0.389 0.079 -0.495
H 1.986 2.127 0.538
H -2.042 -0.777 1.169
H -1.691 1.437 0.388
H 2.612 -1.330 -1.412
H 2.474 -1.801 0.318

The largest force on an atom is 3.022 eV/A. The HOMO energy comes out at -0.310 hartree. Its total energy is -32786.5645 eV. The calculation puts the LUMO energy at 0.49 eV. As for the net charge: 0. The orbital gap comes out at 8.93 eV. The energy above the lowest of the compared OMol25 structures with the same formula, charge and spin comes out at 1.6396 eV.

---

(7)
The following is a DFT calculation (ωB97M-V/def2-TZVPD) of C29H36Cl2MnN4O2P2 as an isolated structure.

Geometry (Å):
Mn -0.935 1.684 -2.099
Cl 0.370 -2.406 4.279
Cl 0.647 -0.373 6.417
P -1.392 -1.262 1.668
P 1.723 -0.160 0.986
O -0.853 0.829 4.233
O -2.453 -0.800 4.191
N -1.956 0.150 0.722
N -2.904 -2.191 1.615
N 2.585 -1.301 1.850
N 2.828 0.727 0.005
C -3.392 -2.894 2.728
C -1.850 0.631 -3.491
C 0.755 2.491 -2.747
C -0.786 2.800 -4.699
C 2.777 -2.623 1.432
C 0.569 0.153 -4.049
C -0.880 -0.394 -4.032
C 0.393 3.402 -3.899
C -2.615 1.768 -0.849
C -3.934 -2.159 0.667
C 3.963 0.173 -0.608
C 3.420 -1.067 2.953
C 4.166 -2.208 3.172
C 0.724 -1.053 -0.237
C -1.768 2.060 -3.784
C -0.472 -1.273 5.412
C 2.868 2.118 -0.169
C -5.061 -2.788 1.191
C 0.860 1.037 -2.863
C 4.064 2.443 -0.792
C 1.237 1.057 2.158
C -1.345 -0.277 4.526
C -2.136 0.369 -0.690
C 3.765 -3.190 2.210
C 4.751 1.210 -1.071
C -4.723 -3.237 2.510
C -0.428 -1.960 0.256
C -2.531 2.338 0.493
C -2.124 1.365 1.374
H 1.382 -1.642 -0.912
H -0.929 -1.304 -3.403
H -0.450 2.163 -5.534
H 0.785 0.648 -5.006
H 1.600 0.583 -2.184
H -2.585 -0.472 -1.219
H 3.382 -0.129 3.487
H -2.030 1.364 2.458
H 1.272 -0.697 -4.007
H 0.279 -0.265 -0.889
H 2.082 2.756 0.218
H -2.787 3.357 0.756
H -1.131 -2.136 -0.577
H -3.788 -1.691 -0.290
H 5.718 1.115 -1.539
H -6.018 -2.905 0.697
H 0.127 4.398 -3.509
H -2.849 0.236 -3.238
H -3.380 2.022 -1.597
H 2.173 -3.022 0.632
H -1.183 -0.705 -5.046
H 4.929 -2.336 3.926
H -1.336 3.623 -5.191
H 2.027 1.827 2.224
H 4.163 -4.188 2.077
H -1.142 -1.884 6.031
H 1.449 2.907 -2.016
H -5.371 -3.735 3.213
H 1.073 0.568 3.128
H -2.682 2.637 -3.587
H -0.041 -2.941 0.584
H 4.144 -0.892 -0.550
H 0.293 1.547 1.877
H 4.417 3.439 -1.008
H -2.770 -3.039 3.591
H 1.252 3.602 -4.565

The largest force on an atom is 3.724 eV/A. The HOMO energy (spin up / spin down) comes out at -0.506 / -0.505 hartree. The expectation value of S² is 3.894. Its total energy is -115634.2025 eV. The calculation puts the LUMO energy (spin up / spin down) at -7.07 / -9.03 eV. As for the net charge: +2. The orbital gap (spin up / spin down) comes out at 6.69 / 4.71 eV. The spin multiplicity is 4.

---

(8)
The following is a DFT calculation (ωB97M-V/def2-TZVPD) of C4H12N2 as an isolated structure.

Geometry (Å):
N -3.065 -0.644 0.099
N -1.109 0.594 0.608
C 2.030 0.587 1.019
C 1.024 -0.053 -1.239
C 1.619 -0.609 0.110
C -2.124 0.369 -0.211
H -2.351 0.937 -1.119
H 1.693 0.400 -1.943
H -3.101 -0.583 1.110
H 1.093 1.092 1.241
H 0.353 -0.853 -1.557
H 2.694 1.288 0.513
H 0.948 -1.248 0.675
H 0.287 0.689 -0.877
H 2.460 0.207 1.947
H 2.534 -1.122 -0.215
H -0.997 -0.412 0.146
H -3.991 -0.638 -0.305

The largest force on an atom is 3.700 eV/A. The HOMO energy comes out at -0.317 hartree. Its total energy is -7319.4437 eV. The calculation puts the LUMO energy at 0.85 eV. As for the net charge: 0. The orbital gap comes out at 9.46 eV. The energy above the lowest of the compared OMol25 structures with the same formula, charge and spin comes out at 3.5851 eV.

---

(9)
The following is a DFT calculation (ωB97M-V/def2-TZVPD) of a 3-piece molecular cluster, C15H36N3O2 overall.

Geometry (Å):
O -1.636 -2.642 0.457
O -0.919 -0.788 -0.495
N 2.942 -2.870 0.300
N 1.776 -0.837 0.525
N 2.512 -1.502 -1.640
C 0.204 2.417 6.198
C -1.925 1.749 -5.479
C -0.722 -1.997 -0.206
C 0.568 -2.751 -0.675
C 1.474 2.627 7.015
C -3.114 -1.321 -3.653
C -0.879 -0.207 -4.157
C -1.910 -1.249 -4.587
C 0.026 0.707 2.849
C 1.927 -2.001 -0.354
C -0.132 0.943 5.971
C -1.377 1.239 -4.146
C 1.226 0.708 3.787
C -0.883 1.768 -6.592
C 0.909 0.152 5.176
H -2.152 1.350 -3.382
H 0.554 -0.878 5.072
H -1.425 -2.230 -4.605
H -0.032 2.398 -6.317
H 2.414 -2.188 -2.390
H -0.267 0.456 6.944
H 1.839 0.092 5.752
H 2.015 0.095 3.341
H 1.633 1.722 3.865
H -2.785 1.151 -5.794
H -3.668 -0.380 -3.635
H 0.294 2.940 5.242
H -0.368 -0.303 2.721
H 0.318 1.079 1.866
H -2.297 2.768 -5.335
H -0.631 2.887 6.727
H 1.650 3.693 7.175
H 3.139 -3.660 -0.315
H -0.552 1.886 -3.830
H -0.778 1.348 3.219
H -2.249 -1.055 -5.611
H -0.004 -0.286 -4.813
H 2.352 2.220 6.510
H 0.556 -3.807 -0.285
H -0.510 0.766 -6.814
H 1.388 2.149 7.996
H 1.340 -0.050 0.042
H -1.316 2.170 -7.511
H 2.528 -3.171 1.184
H 1.959 -0.686 -1.914
H 2.741 -0.523 0.698
H -3.802 -2.103 -3.985
H 0.477 -2.861 -1.795
H -2.802 -1.557 -2.633
H -1.101 0.878 5.468
H -0.523 -0.457 -3.151

The largest force on an atom is 3.819 eV/A. The HOMO energy comes out at -0.149 hartree. Its total energy is -24706.4043 eV. The calculation puts the LUMO energy at 3.03 eV. As for the net charge: -1. The orbital gap comes out at 7.10 eV.

---

(10)
The following is a DFT calculation (ωB97M-V/def2-TZVPD) of a 2-piece molecular cluster, CH2FNO2 overall.

Geometry (Å):
F -0.704 0.391 2.045
O -0.862 -1.014 0.018
O 1.438 1.528 -0.738
N 0.881 0.494 -0.507
C -0.032 -0.361 -0.602
H 0.417 -0.726 -1.642
H -1.139 -0.311 1.426

The largest force on an atom is 4.750 eV/A. The HOMO energy comes out at -0.389 hartree. Its total energy is -9367.3281 eV. The calculation puts the LUMO energy at -1.97 eV. As for the net charge: 0. As for the SMILES: O=CN=O.F. The orbital gap comes out at 8.61 eV. The energy above the lowest of the compared OMol25 structures with the same formula, charge and spin comes out at 2.8706 eV.

---

(11)
The following is a DFT calculation (ωB97M-V/def2-TZVPD) of C21H22AsAuF12N2O4 as an isolated structure.

Geometry (Å):
Au -0.179 -0.759 -0.208
As 3.482 -0.050 0.968
F 2.350 -0.048 -2.273
F 5.048 -0.225 1.596
F 3.672 -1.273 -0.210
F 1.628 0.188 0.365
F 1.650 -2.733 -1.163
F 1.110 0.543 -3.931
F 2.352 -3.331 -3.128
F 3.854 1.154 -0.180
F 3.070 1.189 2.109
F 2.668 -0.925 -4.226
F 0.360 -3.859 -2.457
F 2.759 -1.222 2.025
O -0.268 -1.107 -2.156
O 3.115 3.499 4.760
O -1.482 1.367 -0.405
O 1.329 4.043 5.963
N -1.623 -2.173 -0.025
N -0.606 -0.532 1.798
C 0.442 2.741 3.115
C 1.088 1.023 4.684
C -1.433 2.299 -1.410
C 1.304 -2.889 -2.450
C 1.822 3.383 5.100
C -2.774 -3.451 1.618
C 0.701 -1.595 -3.043
C 1.072 2.356 4.293
C -1.371 -1.463 2.231
C -0.012 2.759 -1.694
C -2.323 3.475 -0.915
C -2.135 -2.906 -1.001
C -0.108 1.786 2.284
C -0.055 0.452 2.667
C -2.993 -3.961 -0.711
C 0.523 0.060 3.868
C -1.933 -2.414 1.276
C -3.304 -4.245 0.603
C 1.745 -0.502 -3.366
C -2.114 1.675 -2.648
C -0.022 -1.929 -4.350
H 0.627 1.910 -1.927
H 1.577 0.734 5.604
H -3.397 -4.546 -1.525
H -1.844 -2.631 -2.003
H -2.122 2.427 -3.435
H 0.405 3.272 -0.828
H -1.659 -1.500 3.277
H 0.697 -2.274 -5.092
H -3.961 -5.069 0.846
H -1.857 3.963 -0.061
H -0.516 -1.036 -4.723
H -3.310 3.113 -0.636
H -3.135 1.380 -2.418
H 0.419 3.785 2.833
H -0.760 -2.709 -4.187
H -0.570 2.060 1.347
H -3.011 -3.630 2.657
H 3.338 2.900 4.029
H -1.547 0.809 -2.987
H 0.605 -0.987 4.126
H -2.410 4.190 -1.731
H 0.017 3.439 -2.544

The largest force on an atom is 0.989 eV/A. The HOMO energy (spin up / spin down) comes out at -0.456 / -0.456 hartree. The expectation value of S² is 0.755. Its total energy is -130438.6760 eV. The calculation puts the LUMO energy (spin up / spin down) at -6.19 / -6.22 eV. As for the net charge: +1. The orbital gap (spin up / spin down) comes out at 6.22 / 6.19 eV. The energy above the lowest of the compared OMol25 structures with the same formula, charge and spin comes out at 0.0000 eV. The spin multiplicity is 2.

---

(12)
The following is a DFT calculation (ωB97M-V/def2-TZVPD) of an isolated molecule of C6H10O.

Geometry (Å):
O -2.014 -0.086 -0.735
C -0.080 1.420 -0.593
C -1.319 -1.184 -0.126
C 1.978 -0.599 -0.134
C -1.346 0.866 0.101
C 0.764 0.361 0.201
C -0.506 -0.269 0.788
H -2.017 -1.833 0.421
H 2.077 -0.609 -1.315
H -0.141 1.353 -1.683
H 1.219 0.934 0.997
H -2.059 1.577 0.542
H 2.824 -0.427 0.770
H 1.659 -1.637 0.097
H 0.175 2.451 -0.310
H -0.751 -1.785 -0.847
H -0.464 -0.533 1.827

The largest force on an atom is 3.824 eV/A. The HOMO energy comes out at -0.345 hartree. Its total energy is -8428.4561 eV. The calculation puts the LUMO energy at 0.97 eV. As for the net charge: 0. As for the SMILES: C[C@H]1C[C@H]2OC[C@@H]12. The orbital gap comes out at 10.37 eV. The energy above the lowest of the compared OMol25 structures with the same formula, charge and spin comes out at 2.7843 eV.